[1]
The following is a DFT calculation (ωB97M-V with the def2-TZVPD basis set) of a molecular structure, C29H38BF3MoN7O3S6 in a non-equilibrium geometry.

Energy above the lowest of the compared OMol25 structures with the same formula, charge and spin ... 42.1 kcal per mole
Charge ... +1
Spin multiplicity ... 3
Frontier orbital gap (spin up / spin down) ... 6.834 / 6.661 eV

Atoms and positions in Å:
1 Mo 0.3943 0.2802 0.1887
2 C -6.2221 -1.6856 -0.9699
3 C -4.7517 -1.4181 -1.2837
4 C -4.1640 -2.6053 -2.0500
5 C -4.6720 -0.1171 -2.0890
6 N -4.0096 -1.2858 0.0150
7 C -4.5560 -1.5772 1.2503
8 C -3.6087 -1.3673 2.1812
9 N -2.4586 -0.9656 1.5306
10 B -1.2045 -0.5423 2.3239
11 N -0.5628 -1.7362 2.9969
12 C -0.6773 -2.2413 4.2762
13 C 0.0827 -3.3452 4.3443
14 N 0.7017 -3.5231 3.1166
15 C 0.2815 -2.5328 2.2925
16 S 0.6193 -2.3011 0.6227
17 C 1.5520 -4.7394 2.8796
18 C 0.5989 -5.8969 2.5763
19 C 2.5548 -4.5629 1.7442
20 C 2.3361 -5.0158 4.1661
21 N -1.4922 0.7030 3.1414
22 C -1.6895 0.9270 4.4878
23 C -1.7661 2.2572 4.6743
24 N -1.6220 2.8729 3.4420
25 C -1.4393 1.9054 2.5171
26 S -1.3356 2.0555 0.8071
27 C -1.4184 4.3535 3.2736
28 C -2.2470 4.9106 2.1136
29 C -1.8788 5.0467 4.5542
30 C 0.0772 4.5841 3.0482
31 C -2.7161 -0.9261 0.2060
32 S -1.5561 -0.5653 -1.0105
33 H -6.7705 -1.7257 -1.9086
34 H -6.6477 -0.8840 -0.3645
35 H -6.3645 -2.6422 -0.4663
36 H -4.6929 -2.7346 -2.9939
37 H -4.2707 -3.5214 -1.4669
38 H -3.1086 -2.4461 -2.2655
39 H -5.3952 -0.1627 -2.9024
40 H -3.6914 0.0430 -2.5211
41 H -4.9167 0.7394 -1.4583
42 H -5.5689 -1.9044 1.3811
43 H -3.6525 -1.4802 3.2507
44 H -0.2741 -0.1387 1.6227
45 H -1.2843 -1.7900 5.0375
46 H 0.2423 -4.0021 5.1776
47 H 0.0546 -5.7110 1.6488
48 H -0.1213 -6.0279 3.3855
49 H 1.1594 -6.8251 2.4670
50 H 2.0701 -4.5202 0.7754
51 H 3.2268 -5.4201 1.7448
52 H 3.1502 -3.6592 1.8785
53 H 1.7045 -5.4051 4.9643
54 H 2.8442 -4.1175 4.5193
55 H 3.0910 -5.7717 3.9586
56 H -1.7684 0.1369 5.2099
57 H -1.9388 2.7956 5.5858
58 H -3.2744 4.5442 2.1554
59 H -1.8195 4.6548 1.1510
60 H -2.2683 5.9971 2.1902
61 H -2.9301 4.8337 4.7577
62 H -1.7722 6.1211 4.4233
63 H -1.2737 4.7653 5.4159
64 H 0.3980 4.1544 2.0984
65 H 0.6633 4.1218 3.8440
66 H 0.2907 5.6531 3.0339
67 S 1.8266 1.1643 2.6908
68 C 2.8776 0.7388 1.4494
69 N 2.4469 0.0131 0.4244
70 C 3.4628 -0.3061 -0.4791
71 C 3.3568 -1.1268 -1.5986
72 C 4.4862 -1.3487 -2.3638
73 C 5.7084 -0.7679 -2.0296
74 C 5.8292 0.0339 -0.9090
75 C 4.7001 0.2463 -0.1339
76 S 4.5548 1.1604 1.3499
77 H 2.4070 -1.5712 -1.8625
78 H 4.4233 -1.9830 -3.2377
79 H 6.5756 -0.9487 -2.6503
80 H 6.7719 0.4929 -0.6432
81 F 0.3488 4.4168 -2.2419
82 C 0.2975 3.1229 -2.5102
83 F 0.4330 2.9363 -3.8154
84 F -0.9013 2.6495 -2.1245
85 S 1.5902 2.1597 -1.5857
86 O 1.1099 0.7745 -1.8074
87 O 2.8659 2.4918 -2.1057
88 O 1.3262 2.4671 -0.1769

The net atomic charges from Löwdin, expressed in e, are: 1.110 -0.049 -0.538 -0.024 -0.035 0.021 -0.017 -0.013 0.066 -0.729 0.070 -0.017 -0.025 0.024 -0.572 0.758 -0.535 -0.016 -0.063 -0.036 0.058 -0.018 -0.015 0.031 -0.609 0.774 -0.530 -0.044 -0.046 -0.020 -0.607 0.683 0.097 0.097 0.088 0.099 0.095 0.053 0.094 0.045 0.099 0.121 0.132 -0.076 0.111 0.125 0.091 0.088 0.098 0.043 0.095 0.094 0.078 0.103 0.095 0.110 0.122 0.097 0.044 0.094 0.099 0.096 0.085 0.066 0.087 0.100 0.672 -1.148 -0.252 -0.330 -0.034 -0.063 -0.072 -0.073 -0.452 1.086 0.101 0.110 0.109 0.115 0.169 -0.660 0.166 0.079 0.538 -0.443 -0.194 -0.430


[2]
The following is a DFT calculation (ωB97M-V with the def2-TZVPD basis set) of 9 unconnected molecules or ions with the total composition C21H60N3O13P2S8 in a non-equilibrium geometry.

Charge ... -1
Spin multiplicity ... 1
Frontier orbital gap ... 5.736 eV

Atoms and positions in Å:
1 C 0.7310 0.2577 -2.0918
2 C 0.7479 0.6364 -3.3989
3 C 0.8803 -0.4959 -4.4294
4 N 1.6921 -0.1723 -5.6372
5 C 3.1061 0.1345 -5.3519
6 C 3.7068 -0.6031 -4.1208
7 O 3.9323 -0.0263 -3.0537
8 O 3.9768 -1.8713 -4.2199
9 P 3.3154 2.0250 -5.2000
10 N 4.9474 2.3103 -5.7227
11 O 2.2856 2.7378 -6.3420
12 P 1.4872 -1.4853 -6.7418
13 N 0.1744 -1.2058 -7.5687
14 O 2.7179 -1.6472 -7.8231
15 O 1.2583 -2.9412 -5.9906
16 H 1.4574 -0.4630 -1.6721
17 H -0.0311 0.6908 -1.4135
18 H 0.7053 1.7170 -3.6294
19 H 1.1685 -1.4539 -3.9229
20 H -0.1626 -0.6825 -4.7945
21 H 3.7732 -0.1342 -6.2168
22 H 5.5308 1.8380 -5.0109
23 H 5.0903 1.7605 -6.5855
24 H 1.3920 2.3658 -6.2652
25 H -0.1984 -0.3165 -7.2288
26 H 3.4886 -2.0408 -7.3634
27 H 2.0621 -3.1526 -5.4619
28 C -3.5747 0.1757 -1.3343
29 S -3.6160 -0.0771 -3.1144
30 O -2.2403 0.1625 -3.6233
31 C -4.5946 1.3900 -3.4939
32 H -2.9760 -0.6135 -0.8909
33 H -3.1259 1.1452 -1.1078
34 H -4.5880 0.1264 -0.9342
35 H -4.0829 2.2819 -3.1295
36 H -5.5773 1.3019 -3.0282
37 H -4.7110 1.4544 -4.5752
38 C 9.3347 3.8280 -4.1869
39 S 8.5498 2.6145 -3.1115
40 O 7.4359 2.0007 -3.8728
41 C 7.8329 3.8104 -1.9707
42 H 9.8175 3.2966 -5.0061
43 H 8.5832 4.5097 -4.5875
44 H 10.0853 4.3828 -3.6221
45 H 7.1763 4.4925 -2.5123
46 H 8.6320 4.3664 -1.4780
47 H 7.2557 3.2670 -1.2239
48 C 8.3304 -1.9309 -6.5841
49 S 8.9664 -0.5984 -5.5515
50 O 10.4591 -0.6635 -5.6077
51 C 8.4521 -1.3150 -3.9840
52 H 8.5767 -1.7075 -7.6216
53 H 8.7911 -2.8770 -6.2962
54 H 7.2467 -1.9896 -6.4726
55 H 8.9055 -2.2998 -3.8607
56 H 7.3631 -1.3937 -3.9592
57 H 8.7848 -0.6574 -3.1823
58 C -1.6686 -3.4871 1.7933
59 S -2.9671 -3.5100 0.5497
60 O -3.5415 -2.1324 0.4829
61 C -4.1183 -4.5233 1.4951
62 H -0.8518 -2.8676 1.4252
63 H -2.0554 -3.0654 2.7194
64 H -1.3049 -4.5017 1.9604
65 H -4.3465 -4.0373 2.4451
66 H -3.6776 -5.5055 1.6699
67 H -5.0330 -4.6351 0.9140
68 C -4.6595 -1.5732 5.9126
69 S -3.6691 -1.6888 4.4186
70 O -2.3273 -1.1033 4.7217
71 C -4.5947 -0.4613 3.4864
72 H -4.2331 -2.2386 6.6624
73 H -4.6449 -0.5514 6.2872
74 H -5.6836 -1.8805 5.6956
75 H -4.5848 0.4910 4.0184
76 H -5.6202 -0.8070 3.3504
77 H -4.1194 -0.3419 2.5124
78 C -9.9052 -2.4654 4.1819
79 S -9.3144 -1.0746 5.1629
80 O -7.8285 -1.0730 5.0809
81 C -9.7621 -1.7702 6.7631
82 H -9.6885 -2.2617 3.1342
83 H -9.3947 -3.3794 4.4880
84 H -10.9824 -2.5723 4.3147
85 H -9.2602 -2.7281 6.9053
86 H -10.8439 -1.8999 6.8129
87 H -9.4447 -1.0753 7.5392
88 C -2.0822 2.0440 7.8231
89 S -2.7856 0.8718 8.9899
90 O -3.9265 0.2074 8.3016
91 C -3.4736 2.1007 10.1147
92 H -1.6292 1.4824 7.0074
93 H -2.8642 2.6926 7.4268
94 H -1.3163 2.6399 8.3209
95 H -4.1693 2.7470 9.5780
96 H -2.6647 2.6923 10.5450
97 H -4.0032 1.5787 10.9108
98 C -0.1347 1.8542 3.3100
99 S 0.2365 2.3984 4.9845
100 O -0.2854 3.7880 5.1305
101 C 2.0195 2.5137 4.7527
102 H -1.2147 1.7527 3.2150
103 H 0.2272 2.5910 2.5918
104 H 0.3363 0.8877 3.1292
105 H 2.2444 3.2091 3.9433
106 H 2.4203 1.5258 4.5233
107 H 2.4628 2.8781 5.6786

Atomic partial charges in e from the Löwdin method, atoms 1 to 99: -0.025 -0.179 -0.234 -0.208 -0.412 -0.733 -0.054 -0.132 0.851 -0.190 -0.348 0.510 -0.196 -0.172 -0.179 0.064 0.043 0.092 0.121 0.105 0.092 -0.005 0.025 0.024 -0.044 0.066 0.064 -0.284 0.822 -0.539 -0.280 0.012 0.059 0.052 0.054 0.045 0.045 -0.264 0.800 -0.554 -0.267 0.050 0.060 0.049 0.061 0.048 0.053 -0.271 0.784 -0.578 -0.258 0.045 0.054 0.052 0.055 0.062 0.038 -0.253 0.838 -0.567 -0.269 0.059 0.009 0.057 0.033 0.052 0.048 -0.267 0.787 -0.560 -0.248 0.052 0.033 0.025 0.061 0.045 0.036 -0.272 0.820 -0.557 -0.270 0.050 0.058 0.052 0.058 0.051 0.051 -0.272 0.820 -0.559 -0.277 0.019 0.066 0.058 0.056 0.050 0.045 -0.256 0.785


[3]
The following is a DFT calculation (ωB97M-V with the def2-TZVPD basis set) of a molecular structure, C21H29ClGeN2O4Pd.

Energy above the lowest of the compared OMol25 structures with the same formula, charge and spin ... 0.0 kcal per mole
Charge ... -2
Spin multiplicity ... 1
Frontier orbital gap ... 5.597 eV

Atoms and positions in Å:
1 Pd -0.4000 -0.3889 0.9806
2 C 1.1604 6.6833 0.4257
3 C 0.6622 5.6446 1.4097
4 O 0.2287 5.9776 2.5137
5 N 0.7383 4.3774 0.9709
6 C 0.3053 3.2542 1.7656
7 C -0.8664 2.4924 1.1893
8 C -1.5774 2.9251 0.1017
9 C -2.6587 2.1436 -0.3612
10 C -2.9717 0.9847 0.2834
11 C -2.2053 0.6004 1.4248
12 N -1.1917 1.3755 1.9016
13 H 0.3239 7.3365 0.1709
14 H 1.5747 6.2363 -0.4768
15 H 1.9104 7.2958 0.9276
16 H 1.1324 4.2061 0.0342
17 H 0.0274 3.6267 2.7515
18 H 1.1272 2.5469 1.9010
19 H -1.2993 3.8458 -0.3921
20 H -3.2204 2.4609 -1.2327
21 H -3.7837 0.3491 -0.0479
22 H -2.6304 -0.1145 2.1272
23 C 2.3271 1.6135 -6.0895
24 C 2.4367 0.5789 -5.0095
25 C 3.3270 -0.4814 -5.0956
26 C 3.4223 -1.3991 -4.0619
27 Cl 4.5661 -2.7258 -4.2076
28 C 2.6368 -1.2943 -2.9322
29 C 1.7358 -0.2412 -2.8388
30 C 1.6393 0.6917 -3.8644
31 O 0.7244 1.6996 -3.8417
32 C 0.7254 2.5347 -2.6803
33 C 1.8627 3.5798 -2.6588
34 O 2.5944 3.6846 -3.6522
35 O 1.8966 4.2461 -1.5885
36 H 3.0717 1.4393 -6.8686
37 H 2.4646 2.6002 -5.6429
38 H 1.3335 1.5969 -6.5444
39 H 3.9622 -0.5847 -5.9670
40 H 2.7009 -2.0249 -2.1371
41 H 1.0858 -0.1878 -1.9723
42 H 0.7444 1.9419 -1.7636
43 H -0.2263 3.0654 -2.7013
44 C -0.5510 -5.3643 -0.1089
45 Ge -0.9633 -3.5170 0.5373
46 C -2.7264 -3.1155 -0.2541
47 C -1.2501 -3.7615 2.4765
48 C 0.3517 -2.1854 0.1386
49 H -1.3408 -6.0705 0.1652
50 H 0.3893 -5.7122 0.3258
51 H -0.4414 -5.3733 -1.1959
52 H -3.4128 -3.9614 -0.1579
53 H -2.6159 -2.8719 -1.3128
54 H -3.1569 -2.2451 0.2427
55 H -1.9984 -4.5347 2.6729
56 H -1.5778 -2.8207 2.9205
57 H -0.3160 -4.0540 2.9620
58 H 0.4892 -2.1440 -0.9478
59 H 1.3094 -2.4735 0.5917

The net atomic charges from Löwdin, expressed in e, are: 0.463 -0.008 -0.554 -0.020 0.064 -0.124 -0.303 -0.066 -0.118 -0.124 -0.346 -0.039 0.074 0.052 0.072 0.088 0.115 0.117 0.099 0.091 0.082 0.076 -0.039 -0.193 -0.087 -0.670 0.581 -0.107 0.011 -0.239 -0.048 -0.092 -0.662 -0.014 -0.080 0.067 0.064 0.080 0.098 0.098 0.088 0.105 0.120 -0.260 0.648 -0.246 -0.255 -0.473 -0.009 -0.005 -0.003 -0.002 0.009 -0.016 -0.002 -0.012 0.003 -0.081 -0.066


[4]
The following is a DFT calculation (ωB97M-V with the def2-TZVPD basis set) of 2 unconnected molecules or ions with the total composition CH5NO2Si in a non-equilibrium geometry.

Energy above the lowest of the compared OMol25 structures with the same formula, charge and spin ... 87.8 kcal per mole
Charge ... 0
Spin multiplicity ... 1
Frontier orbital gap (spin up / spin down) ... 9.356 / 8.066 eV

Atoms and positions in Å:
1 C 0.4768 -0.8035 0.1070
2 N 2.7625 0.0713 0.0737
3 O 2.8388 1.2384 0.2646
4 O 3.5458 -0.7976 -0.1080
5 Si -0.5338 0.7074 -0.2911
6 H 0.6988 -1.5530 -0.6356
7 H 0.5810 -1.1559 1.1208
8 H -0.3444 1.6925 0.7696
9 H -0.1346 1.2208 -1.5981
10 H -1.9488 0.3099 -0.3415

The net atomic charges from Löwdin, expressed in e, are: -0.178 -0.291 0.068 0.083 0.565 0.001 0.002 -0.080 -0.082 -0.089


| no. | DFT total energy (Eh) |
| --- | --- |
| 1 | -4518.6899 |
| 2 | -5846.5574 |
| 3 | -3893.1415 |
| 4 | -535.6264 |